# 1
This record from the OMol25 dataset describes 14 unconnected molecules or ions with the total composition C27H82O27. The level of theory is wB97M-V/def2-TZVPD.

Calculated values
E_LUMO: 0.0 eV
Orbital gap: 9.38 eV

Each line ends with the Mulliken charge.
Element x y z (Å)
O -2.87754 0.84317 -2.29156  -0.65
O -3.31934 1.82838 3.28464  -0.63
O -1.25944 -2.68191 -2.35524  -0.18
O 3.05169 -0.54442 -2.99774  -0.40
O 1.76866 4.01100 2.95410  -0.61
O 5.66650 0.23833 -3.34539  -0.48
O -0.26977 2.52785 -0.82813  1.27
O 3.82783 4.07850 0.86631  -0.63
O -3.91026 -3.82843 -2.24022  -0.46
O 3.10901 3.27282 -3.01987  -0.38
O -0.46983 -1.47080 3.33250  -0.02
O 1.60094 1.01264 3.89699  -0.04
O -2.89548 1.97929 0.57096  -0.46
O 1.43853 3.76433 -4.97242  -0.60
O 4.47200 0.11555 4.10021  -0.57
O -2.16739 4.76013 -0.51524  -0.64
O -0.33191 2.09448 2.20906  2.18
O 1.42285 -2.88954 -3.43135  -0.62
O -2.82850 -3.83175 0.22003  -0.27
O -5.20189 -3.01033 0.88620  -0.44
O -4.25341 -1.09384 -3.71199  -0.56
O 1.30587 0.39087 -1.37938  -0.71
O 5.26890 1.63004 1.27546  -0.71
O -3.42602 0.92900 5.92253  -0.64
O 2.39113 -1.47502 2.88984  -0.61
O -1.32594 -0.66650 -0.43331  2.18
O -0.44068 -4.48702 -0.82905  -0.52
C 2.05433 2.43470 -4.91143  -0.04
C 0.31095 -2.63106 3.53652  -0.61
C -5.04514 -3.29331 -2.90458  -0.63
C -3.95425 1.24552 -0.06238  -0.14
C 1.09498 -0.85980 -0.75933  0.75
C 0.68458 4.42201 2.19187  -0.41
C -0.46884 3.48303 2.55618  -0.87
C -0.07718 -0.90697 0.26764  0.68
C -0.86262 -2.22716 -3.59577  -0.09
C -5.19589 -1.77919 -2.81973  0.04
C 0.83186 -5.16866 -0.80454  -0.61
C 2.60820 1.43248 4.80660  -0.23
C -4.44029 -3.49036 1.99218  -0.77
C 1.75450 -2.26146 3.84664  -0.21
C 3.53277 2.88373 0.15376  0.16
C 3.85542 1.64472 0.93288  1.75
C -2.53530 0.39010 4.95091  -0.32
C -3.96175 1.45496 -1.53323  -0.96
C 5.36546 -1.17441 -3.26817  -0.59
C -0.60678 3.38972 -1.89752  0.41
C 3.46411 2.56450 -4.21658  0.00
C 4.15016 -1.33348 -2.44457  -0.03
C -2.93489 -3.59244 1.60642  0.44
C -3.25442 0.39758 3.68698  1.03
C 3.59398 0.33029 5.18532  -0.69
C -0.94366 4.78358 -1.35122  -0.47
C 0.18231 -3.12260 -4.15169  -0.87
H 2.61946 4.01851 -3.34755  0.31
H -0.04914 -4.20861 -4.04773  0.29
H -0.12671 2.13184 1.25838  -1.03
H 2.17518 1.84258 5.71189  0.42
H -0.31344 -0.73877 3.92073  0.03
H -5.99469 -3.60884 -2.39526  0.30
H -3.65805 1.86889 5.72325  0.37
H -6.07488 -3.40287 0.97749  0.27
H 1.02567 3.88450 -5.79885  0.31
H 0.87054 4.17675 1.12052  -0.17
H 2.31699 -3.18322 3.98556  0.48
H 1.20452 1.77438 3.41970  -0.19
H -4.59237 -2.77396 2.81241  0.21
H -2.44798 -2.62873 1.84195  -0.45
H -1.46973 3.01394 -2.43847  0.17
H 1.65488 -1.77403 4.80483  0.12
H 6.22990 -1.70227 -2.78654  0.36
H 3.64828 0.76537 0.26730  -0.61
H -0.04683 -0.17417 1.08624  -1.08
H 3.90405 -2.35001 -2.28710  0.36
H 0.20050 -3.30991 2.67629  0.01
H -4.86383 1.70348 0.34191  0.62
H 3.22496 1.48511 1.83656  -0.64
H -1.68383 -2.21828 -4.30259  0.54
H -6.20388 -1.49027 -3.15753  0.42
H -3.52151 -0.71180 -3.25203  0.35
H -2.01199 -4.39807 0.25303  0.22
H -1.56052 0.88383 4.92331  0.10
H -2.14697 0.59382 -1.69764  0.32
H 3.93899 2.91233 -0.86841  0.20
H -2.52881 -4.39581 2.26964  0.37
H -0.15832 5.18832 -0.70120  0.11
H 2.51518 -1.14122 -3.52944  0.14
H 2.49365 3.96632 2.37512  0.35
H 0.85532 -1.60055 -1.52865  -0.69
H 0.37087 -2.99467 -5.18711  0.58
H 1.93701 -3.70286 -3.38756  0.20
H -4.29410 0.02589 3.67719  0.30
H -4.98435 -3.58471 -3.95703  0.39
H 4.63425 3.93168 1.33709  0.39
H 5.22524 1.23476 2.20530  0.52
H -0.11672 -3.16806 4.39381  0.45
H 4.24972 -0.84548 -1.48508  -0.01
H -3.97884 -3.65849 -1.27300  0.22
H -0.13323 -1.92895 0.64065  -0.58
H 1.50888 1.70022 -4.26612  -0.15
H 4.12063 0.74523 6.02751  0.51
H 0.27637 3.53140 -2.58818  -0.20
H 1.40449 -5.01425 0.10806  0.25
H 5.18000 -1.59110 -4.25743  0.34
H -3.90686 0.15739 0.23646  -0.20
H 4.18292 3.08715 -4.83516  0.35
H 1.85261 -0.66989 2.65937  0.14
H -2.66182 -0.17618 2.98261  -0.58
H -0.45556 -1.22382 -3.52601  -0.14
H 3.10068 2.28358 4.36175  0.22
H -2.39422 -0.61433 5.35415  0.10
H -1.57345 -1.47808 -0.83685  -1.05
H -4.89732 1.19736 -1.96985  0.57
H 2.07515 2.06205 -5.91815  0.55
H -2.12986 -3.14929 -2.39787  0.04
H 0.48522 5.49642 2.30390  0.43
H 3.96186 -0.45864 3.53260  0.46
H 0.30440 1.81570 -1.12736  -0.63
H -1.17946 5.56871 -2.08519  0.51
H -0.66991 3.58527 3.59693  0.45
H 0.55763 -6.25935 -0.87503  0.30
H 1.47161 -4.92003 -1.68766  0.06
H -0.39983 -3.59985 -1.25091  0.28
H -3.94427 2.54111 -1.67801  0.28
H -2.15453 3.92708 -0.05275  0.12
H -2.81197 1.95382 2.46267  0.19
H 3.85622 1.60286 -3.94450  -0.25
H 2.04416 -1.23784 -0.24019  0.49
H 3.08887 -0.54157 5.53816  0.12
H 6.45290 0.31706 -3.93412  0.28
H -5.02942 -1.42895 -1.79516  -0.07
H -1.99299 1.81933 0.16850  -0.03
H 2.13301 0.34747 -1.87811  -0.29
H -4.88979 -4.46658 2.21303  0.51
H 2.40826 2.88505 0.13160  -0.35
H -1.25817 3.98503 1.98486  0.52

# 2
This record from the OMol25 dataset describes a molecular structure, C17H20AgINO2. The level of theory is wB97M-V/def2-TZVPD.

Calculated values
Multiplicity: 2
Net charge: +2
<S²>: 0.7542
E_LUMO (alpha / beta): -7.2 / -9.8 eV
Orbital gap (alpha / beta): 7.58 / 4.95 eV

Each line ends with the natural charge from an NBO analysis.
Element x y z (Å)
I 4.11506 -4.62328 2.27437  0.16
Ag 5.07081 -2.59409 -0.79682  0.98
O 1.95191 2.55026 0.71199  -0.44
O 2.84203 -1.61193 -1.48925  -0.61
N -3.88217 0.27419 -0.83403  -0.10
C -0.96541 2.71208 0.35994  -0.45
C 2.82090 -0.77010 0.66738  -0.12
C 0.62259 0.81477 -0.20541  -0.03
C 1.72522 1.38471 0.63184  0.50
C -0.02111 -0.99593 -1.69685  -0.15
C -2.99491 1.32047 -1.33232  -0.29
C 2.93111 -3.23736 1.11774  -0.33
C -1.56414 0.77401 -1.16187  -0.01
C -1.26487 -0.40772 -1.83416  -0.18
C -4.90359 0.58480 0.13233  -0.47
C -1.13115 3.90587 -0.58943  -0.60
C 1.49866 -3.16380 1.64058  -0.67
C 3.68013 -1.88044 1.17103  -0.42
C 2.58925 0.37260 1.30168  -0.16
C -0.62924 1.42672 -0.34337  0.04
C 0.89769 -0.38094 -0.86745  -0.16
C 2.23082 -0.98696 -0.65187  0.65
H -3.12444 2.20146 -0.72964  0.26
H -5.82774 0.74075 -0.43204  0.29
H -5.09804 -0.24944 0.80264  0.28
H -4.65700 1.45420 0.72300  0.25
H 0.77993 -3.17418 0.82870  0.22
H 2.99815 0.62309 2.26757  0.26
H 1.28545 -4.05045 2.22223  0.26
H 2.91409 -3.65089 0.11663  0.21
H 3.90211 -1.69850 2.21294  0.27
H -1.41605 4.77525 -0.00952  0.24
H -2.00542 -0.87376 -2.46322  0.22
H 1.32558 -2.31642 2.29410  0.22
H -1.86658 2.56485 0.95525  0.20
H 4.64004 -1.92306 0.58296  0.07
H -1.88001 3.75854 -1.35890  0.19
H -0.18880 4.09923 -1.08779  0.23
H -4.22690 -0.31081 -1.59494  0.42
H -3.22513 1.48285 -2.38084  0.26
H 0.24232 -1.90089 -2.21441  0.25
H -0.19116 2.98025 1.05920  0.26